Formula: C5H9N4
Source: the Open Molecules 2025 dataset
Level of theory: the ωB97M-V functional and the def2-TZVPD basis

Geometry as XYZ:
```
18
Properties=species:S:1:pos:R:3:forces:R:3
C 1.662802 0.209919 -1.275171 -0.01 -0.15 -0.06
C 0.913881 -0.110406 -0.004366 -0.28 0.73 -0.01
C 1.676418 0.146220 1.272162 -0.01 -0.15 0.17
C -0.136698 -1.199149 -0.015155 -0.28 -0.60 0.04
C -0.535292 0.216080 0.009198 0.22 -1.20 -0.05
N -1.346085 1.147965 0.020416 0.29 1.89 0.02
N -2.758254 1.011865 0.019684 0.91 1.82 0.04
N -3.346158 -0.081819 -0.002945 -0.59 -2.88 -0.04
N -3.498408 -1.191542 -0.021047 -0.11 1.00 0.01
H 1.929231 1.263853 -1.303497 0.00 0.05 0.01
H 1.078329 -0.028249 -2.160534 -0.03 0.00 -0.10
H 2.581394 -0.373992 -1.300512 0.04 -0.04 -0.04
H 2.130060 1.135365 1.252431 -0.04 0.02 0.00
H 2.471186 -0.594459 1.369789 0.01 0.02 0.00
H 1.032524 0.075272 2.148507 0.03 0.00 0.04
H -0.294508 -1.773718 0.888154 0.04 -0.02 0.12
H -0.312475 -1.757968 -0.924217 0.05 -0.01 -0.14
H -3.247952 1.904767 0.027101 -0.25 -0.48 -0.01
```
Forces are in eV/Å.

Its charge is +1. For the total energy, the calculation gives -11279.350 eV. The spin multiplicity is 1. As for the SMILES: CC1(C)C/C1=N\N[N+]#N. As for the LUMO energy: -0.2189 Eh.


Formula: C38H27BF6O
Source: the Open Molecules 2025 dataset
Level of theory: the ωB97M-V functional and the def2-TZVPD basis

Geometry as XYZ:
```
73
Properties=species:S:1:pos:R:3:forces:R:3
F 2.581755 -1.188710 -3.629165 0.71 0.99 0.50
C 2.823018 0.069649 -3.141667 -0.17 -0.08 -0.43
C 2.894379 1.103254 -4.068478 0.03 0.54 0.20
C 2.958619 2.427063 -3.599264 -0.36 -0.43 0.23
C 2.754864 2.690212 -2.236905 0.00 -0.17 0.00
C 2.741827 1.614321 -1.361303 0.24 0.06 0.26
F 2.497354 1.865614 -0.034406 0.48 -0.17 -1.07
C 2.965788 0.274734 -1.755044 -0.31 0.26 -0.37
B 3.466328 -0.842138 -0.813929 -2.70 0.16 0.69
C 3.109157 -2.348389 -1.045901 0.61 -0.94 -0.51
C 1.899576 -3.046009 -1.245920 -0.03 0.76 -0.37
F 0.744862 -2.304870 -1.396711 1.02 -0.67 0.46
C 1.817355 -4.428491 -1.392408 0.21 0.26 0.10
C 3.011215 -5.163876 -1.426670 -0.14 0.33 0.24
C 4.243971 -4.511713 -1.326725 0.17 -0.32 0.09
C 4.257578 -3.140929 -1.125403 -0.27 -0.24 -0.35
F 5.463852 -2.476422 -1.133803 -0.69 -0.50 0.22
C 4.053011 -0.513987 0.590416 0.84 0.36 0.53
C 3.629251 -0.994858 1.848272 -0.44 0.15 -0.38
F 2.359672 -1.535956 1.932468 1.24 0.17 -0.17
C 4.357902 -0.855647 3.021792 0.06 0.14 -0.35
C 5.586561 -0.178108 2.957714 -0.39 0.04 -0.11
C 5.988462 0.439247 1.769158 0.00 -0.01 0.24
C 5.212383 0.269504 0.631401 -0.11 0.02 0.24
F 5.591390 0.908891 -0.517761 -0.03 -0.51 0.67
H 2.864082 0.907436 -5.134278 0.07 -0.14 0.16
H 3.086717 3.264807 -4.296549 -0.23 -0.48 0.28
H 2.586373 3.701320 -1.867233 0.19 -0.30 -0.06
H 0.838133 -4.901777 -1.486825 0.35 0.19 -0.02
H 2.969500 -6.254158 -1.519560 0.07 0.49 -0.06
H 5.184547 -5.062728 -1.395497 -0.32 0.21 0.02
H 3.942506 -1.224411 3.958690 0.19 0.02 -0.27
H 6.198255 -0.091819 3.863723 -0.30 0.07 -0.45
H 6.864201 1.081958 1.742559 -0.07 -0.24 -0.09
C -3.240601 -5.702626 1.168297 -0.24 -0.39 0.20
C -2.680934 -4.325705 1.193840 -0.05 0.00 -0.01
C -1.331970 -4.124581 1.475764 -0.12 -0.02 0.02
C -0.838105 -2.837787 1.512111 -0.40 0.55 -0.10
C -1.705290 -1.728673 1.349309 -0.29 -0.63 -0.68
C -0.995435 -0.469805 0.933825 0.48 0.40 -0.04
C -1.622275 0.853410 0.606190 0.51 0.58 -0.99
C -2.558002 0.918323 -0.446533 -0.29 0.35 0.35
C -3.122878 2.133763 -0.834606 0.42 0.11 0.09
C -2.567028 3.305719 -0.327589 -0.07 0.02 0.52
O -3.075939 4.546333 -0.669057 -0.14 0.19 -0.10
C -4.264454 4.960288 -0.079851 0.13 -0.25 0.26
C -4.226952 6.208248 0.552318 -0.09 -0.51 -0.27
C -5.390532 6.703086 1.130176 0.14 -0.02 -0.15
C -6.573891 5.961133 1.059894 -0.09 0.21 0.07
C -6.591984 4.712581 0.436883 0.15 -0.06 0.04
C -5.422597 4.176329 -0.112745 -0.03 0.51 0.05
C -1.427226 3.278615 0.484677 -0.52 0.00 -0.45
C -0.940682 2.048449 0.900552 -0.25 -0.15 0.38
C -3.053658 -1.947178 1.015725 0.51 -0.17 0.13
C -3.525228 -3.250837 0.923772 0.24 -0.24 0.18
H -4.223164 -5.663249 0.691606 0.11 -0.38 0.01
H -2.585603 -6.422713 0.664468 -0.19 0.14 -0.02
H -3.371325 -6.053177 2.199692 -0.09 -0.08 -0.17
H -0.673918 -4.993333 1.604115 -0.22 0.39 -0.05
H 0.240379 -2.676838 1.488998 -0.25 0.09 0.41
H -0.843715 -0.774651 -0.082886 1.39 -0.33 -0.66
H -0.035562 -0.349671 1.478789 -0.57 -0.06 -0.46
H -2.760155 0.037294 -1.056110 -0.38 -0.03 0.55
H -3.956598 2.199038 -1.537634 0.56 -0.16 0.01
H -3.267099 6.730822 0.574686 -0.43 -0.07 0.02
H -5.344572 7.679131 1.619064 -0.23 -0.35 -0.09
H -7.486559 6.374339 1.496724 0.28 -0.20 -0.17
H -7.522763 4.140934 0.367715 0.35 0.23 0.12
H -5.415332 3.181769 -0.562581 -0.09 0.50 0.16
H -0.952319 4.222203 0.762125 -0.09 -0.35 -0.14
H 0.037724 2.015328 1.382107 -0.43 -0.11 0.34
H -3.690264 -1.129844 0.684672 0.15 -0.04 0.35
H -4.537937 -3.489481 0.586710 0.22 0.33 0.22
```
Forces are in eV/Å.

For the total energy, the calculation gives -58871.494 eV. The spin multiplicity is 1. As for the SMILES: Fc1cccc(F)c1B(c1c(F)cccc1F)c1c(F)cccc1F.Cc1ccc(Cc2ccc(Oc3ccccc3)cc2)cc1. As for the LUMO energy: -0.0279 Eh.


Formula: C18H24Br12N4O6
Source: the Open Molecules 2025 dataset
Level of theory: the ωB97M-V functional and the def2-TZVPD basis

Geometry as XYZ:
```
64
Properties=species:S:1:pos:R:3:forces:R:3
C -5.837874 0.776180 -3.647665 0.34 0.88 0.52
Br -6.696468 2.037654 -4.889777 0.60 -0.58 0.66
Br -7.070172 0.227645 -2.256172 0.39 0.03 -0.53
Br -4.191765 1.597616 -2.743612 -1.50 -0.30 -1.04
H -5.504106 -0.077444 -4.237593 0.00 0.27 0.33
C -0.610100 -3.344894 3.253214 0.24 0.77 0.02
Br 0.483771 -1.782293 2.620129 -0.73 -1.04 0.57
Br -2.328389 -3.376500 2.321252 0.65 -0.13 0.24
Br -0.894964 -3.348896 5.170894 0.32 -0.12 -0.42
H -0.023163 -4.240395 3.049035 -0.32 0.28 -0.27
C -2.393650 1.275709 4.462918 -0.05 0.23 1.64
Br -2.916502 -0.567389 5.131801 0.38 1.87 -1.03
Br -0.862252 1.905014 5.712494 -1.82 -0.46 -1.16
Br -4.007221 2.470539 4.393192 1.40 -0.86 0.27
H -1.964098 1.338584 3.463093 -0.06 -0.55 0.27
C 2.869795 1.419207 -3.329079 0.87 0.16 0.41
Br 2.175718 -0.354801 -3.815875 0.30 1.10 0.46
Br 4.197691 1.430765 -1.879754 -0.53 -0.37 -0.04
Br 1.519334 2.774570 -2.946573 0.51 -0.42 -0.46
H 3.556307 1.792670 -4.088893 -0.95 -0.21 -0.45
C -2.185196 -2.301202 -3.714007 2.79 -0.63 -1.73
C -1.054767 -3.128141 -3.922080 -0.92 0.80 0.67
C -0.511581 -3.752049 -2.800632 0.98 0.08 -0.23
C -1.075165 -3.601319 -1.547599 -0.60 0.23 0.30
C -2.184668 -2.810291 -1.395922 -0.75 -0.40 0.32
C -2.721515 -2.166288 -2.492177 -0.92 -0.90 0.02
O -3.974145 -1.638225 -2.507190 -1.40 1.16 1.39
O 0.659485 -4.462986 -2.801865 -0.30 -0.17 -0.52
H -2.565097 -1.681468 -4.512752 -0.22 -0.28 -0.29
H -0.695433 -3.216854 -4.936677 0.44 -0.20 0.09
H -0.763255 -4.162145 -0.678942 0.49 -0.08 -0.15
H -2.736380 -2.896982 -0.471533 -0.03 0.44 0.10
H -4.499506 -2.047231 -3.198777 0.17 -0.12 0.05
H 1.034903 -4.410753 -3.683875 0.25 -0.17 -0.11
C 3.910270 3.723437 1.902672 -1.35 -0.18 0.25
C 2.576213 3.401605 1.646090 2.98 1.01 -1.62
C 1.674349 3.252138 2.649987 1.38 -1.53 0.35
C 2.061712 3.422593 3.979009 1.21 1.81 0.28
C 3.371111 3.956409 4.276844 -1.20 -1.87 -1.78
C 4.284150 3.904682 3.203734 0.75 1.90 1.30
O 5.584049 4.332653 3.448934 -0.19 -0.18 0.47
O 0.557222 2.616260 2.338294 -2.93 -0.02 1.31
H 4.606895 3.934833 1.104902 0.09 -0.28 -0.16
H 2.442074 3.286592 0.580648 -1.14 -0.32 -0.01
H 1.277305 3.265913 4.704652 0.27 0.08 0.30
H 3.727388 4.279530 5.243823 -0.21 -0.21 0.12
H 5.958886 4.636074 2.618859 0.10 -0.05 -0.02
H 0.622497 2.005867 1.600218 0.22 -0.07 -0.81
C -0.726080 0.891454 -0.396548 1.89 -2.01 4.71
O 0.349416 1.222824 0.091248 1.33 0.15 0.63
N -1.132487 1.218152 -1.520178 -1.52 2.88 -6.57
N -1.584080 0.054013 0.160124 -1.64 -1.92 2.36
H -0.527801 1.855609 -2.018273 -0.62 -0.08 -0.49
H -2.096997 1.002115 -1.727871 0.50 0.44 -0.80
H -2.349867 -0.284062 -0.405009 0.10 -0.15 0.51
H -1.440993 -0.358004 1.071093 0.11 0.08 -0.24
C 3.019629 -2.216338 -0.206896 1.00 1.15 0.09
O 4.020028 -2.894553 -0.248391 0.99 -0.93 0.40
N 2.918261 -1.008407 0.288791 2.15 2.83 1.98
N 1.862625 -2.534683 -0.674974 -3.59 -3.92 -2.28
H 3.783910 -0.747728 0.739117 -0.46 0.99 0.01
H 2.078143 -0.451249 0.226422 0.41 0.21 0.33
H 1.099373 -1.915758 -0.908380 0.26 -0.34 0.25
H 1.843230 -3.529577 -0.847945 -0.85 0.21 -0.76
```
Forces are in eV/Å.

For the total energy, the calculation gives -877807.872 eV. The spin multiplicity is 1. As for the LUMO energy: -0.0350 Eh.